[1]
DFT (ωB97M-V with the def2-TZVPD basis set) results for the molecule C22H22FN5O2S in a non-equilibrium geometry.

## Properties
**LUMO**: -0.189 eV
**Max |F|**: 0.03349 Eh/bohr
**Electronic energy**: -48269.51537 eV
**SMILES**: O=C(NC1CCCC1)[C@H](c1ccncc1)N(Cc1ccccc1F)C(=O)c1csnn1
**Molecular weight**: 439.516 g mol⁻¹
**Relative energy (zero: lowest compared OMol25 entry of this formula, charge and spin)**: 23.9 kJ/mol

```
53
Properties=species:S:1:pos:R:3:nbo_charge:R:1
O -0.66975 -1.74319 1.57718 -0.64
C -0.90918 -1.29207 0.47514 0.68
N -2.13910 -1.21261 -0.05503 -0.61
H -2.27122 -0.66165 -0.89403 0.42
C -3.33729 -1.56219 0.67891 -0.07
C -4.26599 -2.43518 -0.18226 -0.41
H -3.71156 -2.94941 -0.96568 0.22
H -4.74863 -3.18475 0.44495 0.21
C -5.31181 -1.46598 -0.72668 -0.40
H -6.21565 -1.97136 -1.06255 0.21
H -4.90192 -0.89732 -1.56288 0.19
C -5.55926 -0.54144 0.46131 -0.40
H -6.18132 -1.05082 1.19863 0.20
H -6.05362 0.38633 0.17790 0.21
C -4.15884 -0.30113 1.02968 -0.42
H -3.70146 0.56347 0.54488 0.21
H -4.17572 -0.11443 2.10175 0.22
H -2.99643 -2.09077 1.57193 0.24
C 0.16412 -0.67349 -0.44493 -0.16
N 0.31032 0.71833 0.00260 -0.39
C -0.55645 1.60491 -0.52064 0.66
O -1.42303 1.26709 -1.32521 -0.66
C -0.47195 3.03252 -0.13170 -0.04
C -1.49354 3.92277 -0.40724 -0.38
S -1.02716 5.46213 0.13000 0.64
N 0.43458 4.87134 0.65588 -0.33
N 0.57479 3.64338 0.46102 -0.18
H -2.43189 3.71778 -0.87803 0.27
C 1.25060 0.95677 1.07565 -0.28
C 2.66982 1.06185 0.57368 -0.02
C 3.71711 0.46870 1.26606 0.38
C 5.02391 0.51944 0.82122 -0.27
C 5.30451 1.19418 -0.35284 -0.19
C 4.28344 1.81197 -1.05468 -0.23
C 2.98120 1.74548 -0.59406 -0.20
H 2.18834 2.22412 -1.14758 0.21
H 4.50170 2.34564 -1.96706 0.21
H 6.31930 1.23683 -0.71639 0.22
H 5.79614 0.02771 1.39050 0.23
F 3.45275 -0.19222 2.41507 -0.33
H 0.98823 1.88511 1.58852 0.26
H 1.16575 0.13024 1.78810 0.25
C 1.49653 -1.37814 -0.49616 0.00
C 2.29627 -1.19489 -1.62203 -0.24
C 3.54406 -1.79162 -1.66018 0.03
N 4.01883 -2.54660 -0.68427 -0.41
C 3.24952 -2.74298 0.37091 0.04
C 1.98732 -2.18602 0.52087 -0.25
H 1.40641 -2.37690 1.40786 0.26
H 3.66866 -3.37157 1.14495 0.19
H 4.19841 -1.65965 -2.51180 0.19
H 1.95582 -0.58554 -2.44590 0.22
H -0.23565 -0.62416 -1.46533 0.25
```

---

[2]
DFT (ωB97M-V with the def2-TZVPD basis set) results for C22H22IN2O3STeW as an isolated structure in a non-equilibrium geometry.

## Properties
**LUMO (spin up / spin down)**: -4.498 / -5.340 eV
**Max |F|**: 0.04346 Eh/bohr
**Electronic energy**: -60339.98681 eV
**Molecular weight**: 832.840 g mol⁻¹
**Relative energy (zero: lowest compared OMol25 entry of this formula, charge and spin)**: 308.8 kJ/mol
**Total charge**: +1
**Multiplicity**: 3

```
53
Properties=species:S:1:pos:R:3:nbo_charge:R:1
W 0.02437 2.22515 -0.58317 1.14
C 1.60010 1.73919 3.88373 -0.64
C 0.35177 1.07398 3.38530 0.20
N -0.35169 0.33393 4.23428 -0.39
C -1.48144 -0.23573 3.83292 0.04
C -2.01461 -0.13117 2.55166 -0.06
C -3.27915 -0.90124 2.23748 -0.09
O -4.08453 -0.35667 1.20902 -0.72
C -1.27840 0.62427 1.63715 -0.10
C -1.62125 0.89820 0.22350 -0.11
N -0.73944 0.44596 -0.78759 -0.61
C -1.39862 -0.14505 -1.92220 0.07
C -2.28053 -1.21418 -1.75857 -0.24
C -2.91743 -1.75143 -2.86664 -0.21
C -2.70125 -1.23689 -4.13658 -0.19
C -1.81751 -0.17125 -4.31206 -0.30
C -1.19287 0.32449 -3.20197 0.11
I 0.56096 2.88210 -3.21680 -0.11
C -0.09959 1.22620 2.07816 0.23
O 0.55598 1.98311 1.16594 -0.67
H 1.80023 1.38568 4.89117 0.25
H 1.47468 2.82307 3.90096 0.24
H 2.45812 1.51380 3.24757 0.21
H -2.00570 -0.81064 4.59059 0.20
H -3.85077 -1.01302 3.16203 0.19
H -3.00404 -1.90745 1.91046 0.20
H -4.66917 0.31412 1.57510 0.48
H -2.66765 0.78383 -0.02752 0.27
H -2.46253 -1.60021 -0.76165 0.23
H -3.60006 -2.57987 -2.73095 0.23
H -3.21941 -1.64601 -4.99381 0.23
H -1.65365 0.24874 -5.29738 0.24
Te -1.78219 3.92982 -0.36008 0.38
C 1.01199 -3.48844 -0.49389 -0.65
C 1.50690 -2.08776 -0.68515 0.05
C 1.89477 -1.30473 0.40231 -0.16
C 2.37234 -0.02143 0.21695 -0.20
C 2.43876 0.51000 -1.07096 -0.34
C 2.08645 -0.27158 -2.17126 -0.16
C 1.62044 -1.55604 -1.97002 -0.21
S 3.02833 2.19039 -1.31053 1.29
C 4.45904 2.18083 -0.21873 -0.80
O 1.97338 2.98433 -0.48922 -0.93
H 0.86842 -3.72662 0.55803 0.23
H 1.73533 -4.19353 -0.90833 0.24
H 0.07291 -3.64282 -1.02775 0.24
H 1.83168 -1.70585 1.40659 0.22
H 2.70947 0.55033 1.06784 0.23
H 2.18037 0.11511 -3.17720 0.25
H 1.32758 -2.15307 -2.82475 0.24
H 4.15163 2.07517 0.81825 0.25
H 4.97297 3.13091 -0.35476 0.26
H 5.10450 1.35996 -0.52755 0.26
```

---

[3]
DFT (ωB97M-V with the def2-TZVPD basis set) results for C22H22IrN2O6S4 as an isolated structure in a non-equilibrium geometry.

## Properties
**LUMO (spin up / spin down)**: -1.458 / -1.333 eV
**Max |F|**: 0.02450 Eh/bohr
**Electronic energy**: -84614.81932 eV
**Molecular weight**: 730.911 g mol⁻¹
**Relative energy (zero: lowest compared OMol25 entry of this formula, charge and spin)**: 88.9 kJ/mol
**Multiplicity**: 2

```
57
Properties=species:S:1:pos:R:3:nbo_charge:R:1
Ir 0.28430 -0.32577 -0.58671 1.12
C -1.89895 2.20907 -1.37545 -0.42
N -1.84282 1.03375 -0.48247 -0.46
C -1.82036 1.43789 0.91824 -0.24
C -1.64633 0.19111 1.75006 -0.24
N -0.32289 -0.45887 1.48025 -0.42
C 0.72672 0.25673 2.29526 -0.43
C -0.37874 -1.83573 2.02987 0.18
C -0.81660 -2.06457 3.33148 -0.24
C -0.81070 -3.34849 3.84214 -0.23
C -0.36119 -4.40218 3.05303 -0.19
C 0.06550 -4.17539 1.76306 -0.20
C 0.05584 -2.87682 1.23816 -0.25
S 0.54326 -2.60713 -0.39710 0.18
C -2.95113 0.14862 -0.81170 0.21
C -4.24739 0.39866 -0.39076 -0.26
C -5.27621 -0.44903 -0.77885 -0.21
C -5.00542 -1.53812 -1.59424 -0.20
C -3.71083 -1.78874 -2.01841 -0.19
C -2.67742 -0.93517 -1.63885 -0.25
S -1.06857 -1.15321 -2.27110 0.16
H -2.86607 2.71007 -1.25808 0.18
H -1.77404 1.88050 -2.40410 0.24
H -1.10436 2.90407 -1.12107 0.23
H -2.73056 1.97077 1.21203 0.20
H -0.98173 2.12207 1.04474 0.24
H -2.41972 -0.53807 1.51097 0.23
H -1.71586 0.42359 2.81169 0.21
H 0.39619 0.25371 3.33298 0.19
H 0.85343 1.27280 1.94438 0.25
H 1.66271 -0.28143 2.20081 0.26
H -1.15381 -1.25052 3.95734 0.21
H -1.14874 -3.52849 4.85322 0.22
H -0.34927 -5.40837 3.45082 0.22
H 0.40698 -4.99425 1.14373 0.23
H -4.46534 1.25251 0.23793 0.21
H -6.28650 -0.26089 -0.44133 0.22
H -5.80553 -2.20399 -1.88954 0.22
H -3.48717 -2.64588 -2.63916 0.23
O 4.27479 -1.63559 -1.23290 -0.94
S 3.21419 -0.68824 -1.08125 2.42
O 2.07588 -0.86637 -2.01151 -0.96
O 2.65547 -0.54877 0.27694 -1.00
C 3.91695 0.91614 -1.46083 -0.35
C 5.29605 0.94058 -1.60665 -0.18
C 5.97059 2.12877 -1.84758 -0.19
C 5.26322 3.31200 -1.94475 -0.20
C 3.88309 3.29953 -1.80548 -0.19
C 3.20222 2.11270 -1.56733 -0.25
S 1.43141 2.27631 -1.44360 2.39
O 1.13577 3.67408 -1.56366 -0.95
O 0.80340 1.38825 -2.40774 -0.96
O 1.03474 1.70642 -0.09978 -1.03
H 5.83501 0.00775 -1.52933 0.25
H 7.04677 2.11934 -1.95724 0.22
H 5.77303 4.24734 -2.13230 0.22
H 3.31673 4.21496 -1.88827 0.25
```